The following is a DFT calculation (ωB97M-V/def2-TZVPD) of an isolated molecule of C3H6O6.

```
15
Properties=species:S:1:pos:R:3:forces:R:3
O -0.7998 0.4058 -1.9325 -0.209 0.322 -0.062
C -0.6056 1.0637 -0.7683 0.353 -0.365 0.429
O -1.0366 2.3527 -0.7930 0.040 -0.308 -0.097
C -0.0443 0.5460 0.3260 -0.155 0.107 -0.502
O 0.1460 1.2645 1.4936 -0.129 0.153 -0.093
C 0.4136 -0.8905 0.4035 -0.263 0.304 0.158
O 1.1317 -1.1448 1.5562 0.201 -0.019 0.147
O -0.7214 -1.7083 0.3608 -0.328 -0.222 0.084
O 1.2103 -1.1616 -0.7179 0.360 -0.115 -0.210
H -0.3886 -0.4680 -1.8796 0.117 -0.055 0.007
H -1.4200 2.5040 -1.6652 -0.013 0.092 0.007
H -0.2181 2.1472 1.3443 0.090 -0.060 0.173
H 1.1073 -0.3571 2.1193 -0.017 -0.060 -0.040
H -0.4905 -2.5846 0.6971 0.065 0.094 0.016
H 1.7159 -1.9692 -0.5443 -0.113 0.134 -0.018
```
Positions in Å, forces in eV/Å.

Output
ΔE to the lowest compared entry with this formula, charge and spin = 0.0 kJ/mol
structure (SMILES) = OC(O)=C(O)C(O)(O)O
molar mass = 138.075 u
multiplicity = 1
orbital gap = 0.314 Eh
DFT total energy = -569.3428 Ha

Atom charges from the Löwdin analysis, given in e for atoms 1 to 8:
1 O 0.11
2 C -0.37
3 O 0.10
4 C -0.17
5 O 0.05
6 C -0.63
7 O 0.09
8 O 0.07


The following is a DFT calculation (ωB97M-V/def2-TZVPD) of an isolated molecule of C3H6OS in a non-equilibrium geometry.

```
11
Properties=species:S:1:pos:R:3:forces:R:3
C -2.6734 -0.0553 -0.0739 -0.439 1.652 -0.025
O -1.3143 -0.4086 -0.2326 -3.514 -2.213 -0.589
C -0.5129 0.5903 0.1743 2.903 0.221 -3.183
C 0.7085 -0.2390 0.4166 1.669 0.565 -0.817
S 2.2066 0.0013 -0.1378 -0.432 0.164 0.431
H -3.3837 -0.8860 -0.1921 0.644 0.173 -0.130
H -2.8937 0.7882 -0.7862 -0.192 -0.859 0.302
H -2.8035 0.4209 0.9289 -0.127 -0.602 -0.409
H -0.3651 1.2911 -0.7090 0.147 -0.206 1.257
H -0.8912 1.0772 0.9897 -0.746 1.522 2.424
H 0.4118 -1.2197 0.7331 0.087 -0.417 0.738
```
Positions in Å, forces in eV/Å.

Output
ΔE to the lowest compared entry with this formula, charge and spin = 209.6 kJ/mol
structure (SMILES) = COCC=S
molar mass = 90.147 u
multiplicity = 1
orbital gap = 0.315 Eh
DFT total energy = -591.2532 Ha

Atom charges from the Löwdin analysis, given in e for atoms 1 to 8:
1 C -0.09
2 O -0.21
3 C -0.35
4 C -0.62
5 S 0.69
6 H 0.09
7 H 0.10
8 H 0.09


The following is a DFT calculation (ωB97M-V/def2-TZVPD) of an isolated molecule of C3H6OS in a non-equilibrium geometry.

```
11
Properties=species:S:1:pos:R:3:forces:R:3
C 1.0102 -1.1204 -0.1423 2.129 3.345 0.438
C 0.5875 0.2559 -0.6063 -1.686 0.249 -3.208
O 1.0799 0.7243 -1.6308 -0.347 -0.116 1.913
C -0.7159 0.8866 0.0122 1.494 0.441 -1.929
S -1.8963 -0.3116 0.4883 -1.303 0.220 1.867
H 1.4929 -1.5891 -0.9372 0.202 -1.111 -1.519
H 0.3076 -1.6282 0.3986 -1.551 -1.470 1.175
H 1.8717 -0.8549 0.4771 -0.004 -0.323 0.644
H -0.4177 1.3802 0.8713 0.953 0.743 1.996
H -1.2495 1.7096 -0.4919 0.896 -0.551 -0.920
H -2.0703 0.5476 1.5612 -0.783 -1.428 -0.457
```
Positions in Å, forces in eV/Å.

Output
ΔE to the lowest compared entry with this formula, charge and spin = 124.4 kJ/mol
structure (SMILES) = CC(=O)CS
molar mass = 90.147 u
multiplicity = 1
orbital gap = 0.365 Eh
DFT total energy = -591.2856 Ha

Atom charges from the Löwdin analysis, given in e for atoms 1 to 8:
1 C -0.03
2 C -0.44
3 O 0.05
4 C -0.54
5 S 0.74
6 H 0.07
7 H 0.00
8 H 0.10


Copy entry 3 word for word.
The following is a DFT calculation (ωB97M-V/def2-TZVPD) of an isolated molecule of C3H6OS in a non-equilibrium geometry.

```
11
Properties=species:S:1:pos:R:3:forces:R:3
C 1.0102 -1.1204 -0.1423 2.129 3.345 0.438
C 0.5875 0.2559 -0.6063 -1.686 0.249 -3.208
O 1.0799 0.7243 -1.6308 -0.347 -0.116 1.913
C -0.7159 0.8866 0.0122 1.494 0.441 -1.929
S -1.8963 -0.3116 0.4883 -1.303 0.220 1.867
H 1.4929 -1.5891 -0.9372 0.202 -1.111 -1.519
H 0.3076 -1.6282 0.3986 -1.551 -1.470 1.175
H 1.8717 -0.8549 0.4771 -0.004 -0.323 0.644
H -0.4177 1.3802 0.8713 0.953 0.743 1.996
H -1.2495 1.7096 -0.4919 0.896 -0.551 -0.920
H -2.0703 0.5476 1.5612 -0.783 -1.428 -0.457
```
Positions in Å, forces in eV/Å.

Output
ΔE to the lowest compared entry with this formula, charge and spin = 124.4 kJ/mol
structure (SMILES) = CC(=O)CS
molar mass = 90.147 u
multiplicity = 1
orbital gap = 0.365 Eh
DFT total energy = -591.2856 Ha

Atom charges from the Löwdin analysis, given in e for atoms 1 to 8:
1 C -0.03
2 C -0.44
3 O 0.05
4 C -0.54
5 S 0.74
6 H 0.07
7 H 0.00
8 H 0.10


Q: Which value of ΔE to the lowest compared entry with this formula, charge and spin does entry 3 give?
A: 124.4 kJ/mol


Copy entry 1 word for word.
The following is a DFT calculation (ωB97M-V/def2-TZVPD) of an isolated molecule of C3H6O6.

```
15
Properties=species:S:1:pos:R:3:forces:R:3
O -0.7998 0.4058 -1.9325 -0.209 0.322 -0.062
C -0.6056 1.0637 -0.7683 0.353 -0.365 0.429
O -1.0366 2.3527 -0.7930 0.040 -0.308 -0.097
C -0.0443 0.5460 0.3260 -0.155 0.107 -0.502
O 0.1460 1.2645 1.4936 -0.129 0.153 -0.093
C 0.4136 -0.8905 0.4035 -0.263 0.304 0.158
O 1.1317 -1.1448 1.5562 0.201 -0.019 0.147
O -0.7214 -1.7083 0.3608 -0.328 -0.222 0.084
O 1.2103 -1.1616 -0.7179 0.360 -0.115 -0.210
H -0.3886 -0.4680 -1.8796 0.117 -0.055 0.007
H -1.4200 2.5040 -1.6652 -0.013 0.092 0.007
H -0.2181 2.1472 1.3443 0.090 -0.060 0.173
H 1.1073 -0.3571 2.1193 -0.017 -0.060 -0.040
H -0.4905 -2.5846 0.6971 0.065 0.094 0.016
H 1.7159 -1.9692 -0.5443 -0.113 0.134 -0.018
```
Positions in Å, forces in eV/Å.

Output
ΔE to the lowest compared entry with this formula, charge and spin = 0.0 kJ/mol
structure (SMILES) = OC(O)=C(O)C(O)(O)O
molar mass = 138.075 u
multiplicity = 1
orbital gap = 0.314 Eh
DFT total energy = -569.3428 Ha

Atom charges from the Löwdin analysis, given in e for atoms 1 to 8:
1 O 0.11
2 C -0.37
3 O 0.10
4 C -0.17
5 O 0.05
6 C -0.63
7 O 0.09
8 O 0.07


Q: Which of these has the highest DFT total energy?
A: C3H6O6